Record 1
The following is a quantum chemistry calculation of a cluster of 8 separate species, C24H68N4O12 in total at a distorted geometry, from the Open Molecules 2025 dataset.

Structure (XYZ):
```
108
Properties=species:S:1:pos:R:3:mulliken_charge:R:1
O 0.676 -2.615 3.063 0.506
O -1.764 -1.807 -3.108 -0.781
O -2.788 -3.818 3.388 -0.614
O 1.438 0.627 4.581 -0.572
O 2.434 1.088 0.276 0.050
O -0.957 0.631 3.232 -0.598
O -3.631 1.416 -1.415 -0.641
O -4.747 -1.992 2.605 -0.530
O -0.040 0.248 -0.012 0.898
O 4.477 1.129 3.071 -0.542
O -4.292 -0.957 -1.800 -0.637
O 0.847 -1.123 -3.463 -0.563
N 0.774 2.417 -4.281 -0.452
N -2.003 1.378 -3.807 -0.597
N 2.127 -4.129 0.139 -0.658
N 2.752 4.755 -0.039 -0.703
C -0.652 0.964 2.078 -1.360
C 2.303 0.261 3.744 1.067
C 2.281 0.840 -5.353 -1.744
C 3.163 2.276 0.196 -1.143
C -0.169 -3.745 0.421 -1.466
C 1.292 -1.851 -2.344 -0.491
C -2.244 2.595 -3.189 0.555
C 1.186 -3.406 0.909 1.968
C 3.320 1.453 3.782 -0.295
C 2.170 3.455 0.428 0.658
C -3.912 1.193 -0.003 -1.029
C 3.199 -0.034 -0.090 -0.793
C 1.436 -3.579 2.396 -1.468
C -3.416 -1.785 -1.436 -1.236
C -0.410 -0.240 1.214 2.073
C -2.833 -2.437 3.792 0.180
C 0.655 -2.696 4.542 -1.406
C -3.554 -1.617 2.710 0.958
C 0.827 3.317 -0.360 -0.576
C -2.598 2.383 -1.673 -0.668
C -3.349 3.337 -4.013 -1.953
C -2.024 -1.327 -1.806 3.597
C 1.002 1.008 -4.555 -0.573
C 1.063 0.236 -3.257 1.388
H -4.246 2.696 -4.249 0.308
H -3.074 -1.724 1.776 -0.903
H 0.837 -1.514 -1.432 -0.232
H -1.238 -1.757 -1.156 -1.357
H 2.129 1.210 -6.339 0.492
H 3.597 4.965 0.479 0.323
H -3.074 0.698 0.476 0.111
H 2.009 3.468 1.560 0.049
H -4.866 -2.692 3.230 0.418
H -1.406 1.607 1.540 0.130
H 3.456 1.724 4.850 0.471
H 1.668 0.195 5.388 0.443
H -1.185 -0.948 1.204 0.008
H 2.581 -0.864 0.292 -0.023
H 2.374 -1.844 -2.190 0.476
H 0.088 2.750 0.212 -0.129
H 0.769 3.056 -5.143 0.280
H 1.501 2.897 -3.751 0.170
H 1.680 -2.619 4.820 0.491
H 1.934 0.153 2.795 -1.084
H 2.531 -0.218 -5.352 0.328
H 0.971 -2.857 -2.517 0.479
H -4.789 0.542 0.123 0.449
H 3.342 -0.029 -1.152 0.364
H -2.340 0.706 -3.112 0.626
H -0.136 0.606 3.761 0.520
H 1.420 -2.379 0.733 -1.095
H 2.068 0.445 -2.812 0.070
H -3.510 -1.786 -0.399 0.357
H -1.857 -0.239 -1.795 -1.931
H -0.960 1.330 -3.939 0.168
H 4.164 -0.187 0.407 0.356
H 2.011 -5.098 0.356 0.345
H 3.894 2.400 0.905 0.061
H 5.046 1.875 3.283 0.301
H -3.893 -0.109 -1.603 0.857
H -2.965 3.601 -4.992 0.460
H -0.393 -3.570 -0.617 0.382
H 1.004 2.976 -1.321 -0.243
H 0.481 -0.784 1.568 -1.576
H 2.494 -3.506 2.649 0.436
H 1.223 -4.544 2.778 0.410
H -3.781 4.210 -3.554 0.370
H -1.619 2.056 -1.238 0.280
H -1.896 -4.129 3.430 0.325
H 0.084 0.611 -5.019 0.744
H -3.655 -2.766 -1.809 0.502
H 2.683 -0.761 4.057 0.302
H -1.799 -2.130 3.875 -0.674
H 3.000 -3.850 0.628 0.401
H 0.836 0.613 0.061 -0.323
H 0.217 1.558 2.162 0.618
H 0.306 0.490 -2.541 -0.693
H 2.793 2.299 3.243 0.010
H 0.137 -1.878 5.086 0.291
H -1.404 3.332 -3.274 0.231
H 3.612 2.329 -0.772 0.568
H -2.848 3.377 -1.251 0.654
H -4.106 2.078 0.539 0.588
H 3.176 4.565 -1.003 0.308
H -3.480 -0.577 2.982 0.070
H 0.233 -3.671 4.888 0.328
H -0.915 -3.269 1.017 0.027
H -0.862 -1.476 -3.274 0.520
H -0.417 -4.790 0.506 0.550
H 0.398 4.304 -0.462 0.559
H 3.120 1.317 -4.910 0.366
H -3.197 -2.325 4.754 0.702
```

Values from the calculation:
Orbital gap ... 8.17 eV
Structure (SMILES) ... COC[C@H](C)N.COC[C@H](C)N.COC[C@H](C)N.COC[C@H](C)N.OCCO.OCCO.OCCO.OCCO

---

Record 2
The following is a quantum chemistry calculation of a structure of composition C23H13AuN4O4 at a distorted geometry, from the Open Molecules 2025 dataset.

Structure (XYZ):
```
45
Properties=species:S:1:pos:R:3:mulliken_charge:R:1
Au -1.967 -0.450 1.091 1.169
O 2.154 -0.011 2.059 -0.698
O -3.540 -1.334 2.097 -0.784
O -4.189 -1.904 4.158 -0.601
O 0.736 -1.103 0.673 -0.643
N -1.063 -1.043 2.846 -0.122
N -2.220 -0.527 -0.899 -0.289
N 5.139 1.473 -5.681 -0.518
N -1.005 1.275 0.803 -0.191
C -0.006 -2.289 5.023 -0.208
C -2.291 -1.864 -2.698 -1.070
C -1.384 -2.233 4.859 -0.594
C 1.154 -0.667 1.780 0.151
C -1.883 -1.606 3.748 0.502
C -1.135 -0.187 -1.719 0.193
C -0.840 2.217 1.740 -0.432
C 4.249 1.385 -4.960 -0.104
C 0.536 2.710 0.045 -0.221
C 0.964 0.976 -2.356 -0.589
C -0.170 1.537 -0.257 0.221
C 0.276 -1.137 2.940 0.857
C 2.243 0.653 -1.907 0.177
C 3.323 0.789 -2.763 -0.929
C -0.164 0.771 -1.419 0.982
C 3.126 1.266 -4.057 0.651
C 0.824 -1.752 4.060 -0.843
C -3.329 -1.634 3.360 0.311
C -2.875 -1.544 -1.471 -0.464
C 1.850 1.608 -4.498 -0.817
C -1.203 -1.020 -2.851 -0.245
C 0.104 3.146 1.292 -1.074
C 0.769 1.455 -3.647 -0.206
H -0.227 1.719 -3.980 0.535
H 0.413 4.031 1.822 0.459
H -2.628 -2.634 -3.372 0.422
H -0.499 -1.002 -3.668 0.569
H -3.750 -1.977 -1.009 0.540
H 1.711 1.981 -5.504 0.453
H -1.385 2.197 2.671 0.465
H -2.082 -2.671 5.559 0.498
H 0.416 -2.775 5.893 0.441
H 4.317 0.519 -2.433 0.476
H 2.375 0.269 -0.900 0.497
H 1.901 -1.800 4.133 0.503
H 1.253 3.189 -0.604 0.568
```

Values from the calculation:
Orbital gap ... 6.47 eV